(1)
Formula: C7H16
Source: OMol25
Level of theory: the ωB97M-V functional and the def2-TZVPD basis

Positions of all 23 atoms, in Å:
C -0.125 1.427 0.636
H 0.159 -0.159 -0.705
H 3.242 -0.316 -0.840
H -0.408 -1.965 0.232
H 3.025 -2.036 -0.117
C -2.477 -1.173 -0.095
C -1.241 2.098 -0.338
H -3.693 -1.344 0.037
H 0.595 2.253 1.054
H 2.456 0.464 1.191
H 1.667 -1.566 -1.170
H 1.046 -0.764 1.375
H -0.495 0.665 1.478
H -2.181 1.336 -0.456
H -1.702 -3.240 0.343
H 1.180 1.456 -1.134
C 0.902 0.641 -0.278
H -1.011 2.689 -1.362
C 1.806 -0.246 0.568
C 2.474 -1.087 -0.458
H -1.962 -0.159 -0.130
H -1.671 3.212 0.089
C -1.587 -2.188 0.080

HOMO energy: -10.1 eV
Energy relative to the best compared isomer or geometry (same formula, charge and spin): 547.8 kJ/mol
HOMO-LUMO gap: 11.24 eV
Calculated total energy: -7513.22054 eV

(2)
Formula: C2H2CsLi2O2
Source: OMol25
Level of theory: the ωB97M-V functional and the def2-TZVPD basis

Positions of all 9 atoms, in Å:
O 0.029 0.935 0.046
Cs 3.505 1.300 -0.062
Li 0.965 -1.503 0.312
O 2.429 -1.102 1.443
C -1.764 -0.539 -0.310
H -1.195 1.169 -1.591
C -1.052 0.558 -0.677
Li -0.396 -0.007 1.904
H -2.520 -0.811 -1.063

Multiplicity: 2
HOMO energy (alpha / beta): -5.9 / -5.3 eV
Energy relative to the best compared isomer or geometry (same formula, charge and spin): 48.3 kJ/mol
HOMO-LUMO gap (alpha / beta): 5.38 / 4.07 eV
Calculated total energy: -7154.57798 eV
⟨S²⟩: 0.768

(3)
Formula: CH3IO
Source: OMol25
Level of theory: the ωB97M-V functional and the def2-TZVPD basis

Positions of all 6 atoms, in Å:
H -1.580 1.391 0.441
H -3.050 0.242 0.278
C -2.031 0.385 0.117
H 4.785 -1.080 -0.147
I 3.099 -0.738 -0.148
O -1.224 -0.200 -0.541

HOMO energy: -9.9 eV
Energy relative to the best compared isomer or geometry (same formula, charge and spin): 80.2 kJ/mol
HOMO-LUMO gap: 10.32 eV
Calculated total energy: -11232.20344 eV

(4)
Formula: C29H24BBaCl2F4IN4S
Source: OMol25
Level of theory: the ωB97M-V functional and the def2-TZVPD basis

Positions of all 67 atoms, in Å:
H -3.773 1.927 -1.643
H 4.406 0.184 1.820
C -0.257 1.273 2.982
C -2.834 -2.643 -0.582
C -1.327 2.876 -4.490
C -1.789 1.584 -2.375
C 4.011 0.325 0.814
C 1.760 0.862 1.948
N 1.831 -0.184 -0.184
I -0.690 -3.358 1.752
C 2.431 1.563 2.955
C 0.415 1.508 -3.500
H -0.739 3.912 -6.294
H 0.736 0.833 -2.716
C -2.644 3.394 -4.464
H 3.503 1.685 2.909
F -2.916 0.859 1.323
C 0.338 1.987 4.015
C -3.484 3.037 -3.447
H 4.393 1.273 0.423
H 4.375 -0.463 0.162
C -2.437 -6.876 -0.084
H -5.285 -2.750 -3.002
H -4.493 3.441 -3.419
C -3.052 2.153 -2.430
H -2.963 4.076 -5.248
N 2.854 -1.589 -3.219
Ba -1.225 -0.327 -0.224
H -0.971 -6.372 1.431
Cl -0.607 3.410 -0.121
C -4.427 -4.490 -2.119
C 2.506 0.296 0.806
H -5.011 -5.198 -2.699
C -0.923 1.985 -3.454
H 3.487 -0.825 -3.403
C -4.574 -3.141 -2.283
C 1.289 1.872 -4.489
H -1.328 1.147 2.971
C 0.868 2.747 -5.514
H 2.303 1.487 -4.489
C -0.408 3.234 -5.511
N 2.580 -0.535 -1.256
N 0.420 0.731 1.973
Cl 0.116 5.439 1.914
C -3.494 -4.990 -1.179
H 2.350 -1.949 -4.012
C -3.777 -2.259 -1.515
C -1.826 -4.644 0.523
H -3.924 -7.061 -1.597
H 2.222 2.692 4.767
H 0.965 3.273 1.608
F -3.482 2.269 3.046
C -1.670 -5.989 0.700
F -3.452 0.004 3.384
H -2.314 -7.945 0.047
H -3.926 -1.192 -1.711
C 2.053 -1.401 -2.104
H 1.471 4.392 0.308
C 0.650 4.053 0.930
H 1.560 3.032 -6.300
B -3.776 1.019 2.475
F -5.101 0.953 2.075
C 1.712 2.130 3.994
C -3.327 -6.384 -0.995
S 0.616 -2.308 -2.020
C -2.719 -4.062 -0.415
H -0.274 2.423 4.791

HOMO energy: -2.2 eV
Energy relative to the best compared isomer or geometry (same formula, charge and spin): 38.2 kJ/mol
HOMO-LUMO gap: 6.19 eV
Net charge: -2
Calculated total energy: -92653.30457 eV

(5)
Formula: C6H7ClS
Source: OMol25
Level of theory: the ωB97M-V functional and the def2-TZVPD basis

Positions of all 15 atoms, in Å:
C 1.048 -0.906 0.322
S -0.282 2.277 -0.505
H 1.850 -1.588 0.549
H -1.281 0.019 1.043
C -1.156 -0.711 -0.959
H -1.600 -0.908 -1.889
H 0.287 2.197 1.665
C 0.250 1.445 0.907
C -1.773 -0.083 0.055
H 1.233 0.108 2.082
Cl -3.229 0.654 -0.054
H -0.087 1.272 -1.317
C 0.127 -1.281 -0.738
H 0.306 -2.160 -1.313
C 0.921 0.261 1.118

HOMO energy: -7.6 eV
Energy relative to the best compared isomer or geometry (same formula, charge and spin): 238.6 kJ/mol
HOMO-LUMO gap: 7.29 eV
Calculated total energy: -29690.01292 eV

(6)
Formula: C34H86F3O12Zn
Source: OMol25
Level of theory: the ωB97M-V functional and the def2-TZVPD basis

Positions of all 136 atoms, in Å:
H 0.939 -2.022 2.113
C -4.511 2.171 -3.130
H -4.568 -1.981 -2.397
H 1.982 -2.289 -2.769
C -0.342 -1.463 3.715
H -6.088 -0.198 -1.726
O -1.403 4.105 -4.117
H -5.847 3.801 -3.480
H -1.293 3.913 -1.461
H 4.438 1.056 1.249
C -3.380 1.226 2.487
H 3.569 1.131 -2.289
C 7.118 0.451 2.033
C 1.679 4.069 4.638
H 0.576 2.394 -5.035
H 1.826 -1.257 3.416
C -4.608 -1.087 -0.419
C -0.475 -1.633 -5.662
H 1.974 -0.100 -3.858
O 5.319 0.624 3.660
H -3.988 4.940 -2.869
H 3.824 -0.590 1.679
H 3.711 -2.183 -2.372
H 2.573 -1.135 -1.544
H -1.565 -1.650 -5.765
C 4.701 0.012 1.439
H 3.538 -3.418 -0.103
H 1.166 3.888 -4.495
H -4.432 0.932 2.532
C 2.290 2.133 6.103
H -4.951 -3.133 -1.158
H 0.499 -5.345 1.046
H 0.945 4.257 6.938
C -0.341 3.908 -2.002
H -0.243 -1.011 -4.799
C -0.493 -1.068 -0.051
O 3.500 -1.156 -4.749
H -3.312 -2.599 -1.264
H -5.037 5.177 -1.500
C -0.306 -3.999 -6.617
H 2.915 -1.888 -5.019
Zn -2.849 -2.114 1.901
C 2.708 -3.739 0.528
H 4.198 1.202 -3.923
H 0.393 -1.704 -0.174
C 0.746 2.954 -4.112
H -3.848 1.768 0.462
H -1.546 3.694 -4.975
H 3.746 -6.533 1.551
H -1.273 -3.231 3.801
H 0.111 -4.999 -6.486
H 1.387 -6.771 1.572
H 0.396 2.212 2.057
H 0.475 -0.699 5.558
O 1.411 -2.984 -5.271
H -5.268 1.484 -3.519
H 1.808 -3.333 0.051
H -3.666 3.940 -1.429
H 1.896 1.368 6.773
C 1.051 0.675 0.644
H 7.887 0.326 2.797
H -6.176 0.382 -0.073
H -0.389 -2.384 5.671
H -1.195 -0.779 5.570
H 7.447 -0.158 1.185
H -6.782 -1.223 -0.468
H -1.741 0.338 1.846
C -0.004 -3.064 -5.447
H 0.356 3.400 -1.334
O -0.181 0.000 0.813
C 3.931 0.514 -3.118
C -2.957 1.868 3.801
O -6.195 2.892 -1.582
F -1.480 -1.466 -2.190
C 0.993 -1.923 3.201
O -4.537 -1.539 0.956
H -1.073 2.323 -3.161
F 0.205 -0.120 -2.070
C -4.441 4.427 -2.018
C -0.893 -0.549 -1.443
C -4.341 -2.246 -1.367
H 7.095 1.492 1.711
C 1.160 2.952 5.533
C -3.263 2.173 1.291
H -5.442 -1.757 1.221
H -0.442 -3.441 -4.511
H 0.875 4.600 4.124
C 1.268 1.590 1.839
H 0.464 2.294 5.004
H -3.872 -0.312 -0.625
O -1.417 -1.819 0.591
H 1.174 -2.922 3.611
H -3.518 2.786 3.992
H 2.597 -5.705 -0.447
H 1.561 -5.268 2.413
H 5.879 -1.135 2.745
H -6.650 2.115 -1.923
H 5.073 -0.347 0.476
H 1.782 -3.874 -5.335
C -5.987 -0.503 -0.687
H 2.141 2.223 1.703
H -0.023 4.952 -2.043
H -3.895 2.499 -3.972
H 2.785 -3.320 1.527
H -0.083 -1.192 -6.577
F -1.708 0.507 -1.386
O -2.588 0.055 2.250
H -3.634 3.174 1.495
C -5.334 3.368 -2.615
H -1.893 2.120 3.818
H 2.815 1.594 5.303
C 1.471 -5.691 1.406
H -3.818 1.744 -2.407
H 2.279 4.811 5.167
H -3.112 1.272 4.705
C 2.656 -5.263 0.553
H 1.059 1.299 -0.255
O 3.873 -5.642 1.201
C 2.795 -1.610 -2.508
C 2.943 -0.531 -3.596
H 1.379 0.962 2.729
O -1.416 -2.372 3.384
H 3.073 2.732 6.570
H -0.542 -0.459 3.358
H 4.860 0.098 -2.723
H -1.384 -4.159 -6.727
H -0.011 -3.576 -7.578
C -0.549 3.269 -3.352
H 2.302 3.662 3.836
O 0.396 3.536 6.606
C -0.329 -1.377 5.269
H 1.456 2.437 -3.469
C 5.774 -0.073 2.492
H -2.218 2.196 0.967
H 1.892 -0.022 0.580
H 6.043 0.670 4.291

HOMO energy: -11.2 eV
Energy relative to the best compared isomer or geometry (same formula, charge and spin): 0.0 kJ/mol
HOMO-LUMO gap: 6.89 eV
Net charge: +1
Calculated total energy: -117787.50665 eV

(7)
Formula: CH33BrNO13P2
Source: OMol25
Level of theory: the ωB97M-V functional and the def2-TZVPD basis

Positions of all 51 atoms, in Å:
H 2.709 1.462 5.081
H 1.160 -2.855 2.930
H 1.063 1.991 -1.756
O -3.192 1.695 -0.917
H -2.222 1.724 -0.972
N -0.430 0.622 -1.156
H -1.390 -2.833 -0.133
H -1.223 1.269 -3.144
H -3.697 -0.272 0.144
H 0.044 -1.807 3.003
H 0.999 0.100 0.925
Br 4.956 0.165 2.141
H -1.662 -3.734 -1.337
H 4.162 -1.340 -2.473
H -1.806 -1.535 1.815
O 3.992 1.873 8.765
H 3.456 1.384 8.124
H 1.105 2.170 0.726
H 1.842 -0.481 3.026
O -3.007 -1.014 -8.750
O -3.839 -1.117 0.592
H -3.405 -0.610 -6.626
H -4.531 -1.548 0.077
H -2.186 0.176 -6.146
O -1.970 -2.931 -0.900
O 2.099 0.401 3.417
H 3.020 -2.200 -3.036
H -0.679 0.784 -0.166
C 0.997 0.966 -1.339
O 0.906 -1.984 2.599
H -0.631 -0.356 -1.377
O 3.315 -1.740 -2.243
H -3.411 -1.425 -9.523
H -2.181 -0.633 -9.072
H -2.232 1.345 -4.289
O 2.987 1.987 5.846
H 4.003 2.761 8.386
O -1.320 1.568 -4.062
P 3.000 1.320 2.357
O -0.941 0.474 2.495
P 1.953 1.007 0.300
O -3.019 -0.204 -5.839
H -1.687 0.949 2.878
H -0.196 0.576 3.100
H -3.459 2.585 -0.656
H 3.828 2.361 5.552
H 2.958 1.935 -0.277
O -1.901 -2.403 2.239
H 1.489 0.288 -2.070
H 2.830 -0.120 -0.034
H -2.656 -2.795 1.776

HOMO energy: -3.5 eV
HOMO-LUMO gap: 5.20 eV
Net charge: -1
Calculated total energy: -118300.61036 eV

(8)
Formula: C7H11ClNO2PS
Source: OMol25
Level of theory: the ωB97M-V functional and the def2-TZVPD basis

Positions of all 24 atoms, in Å:
H 2.490 2.590 0.070
P -0.659 -2.025 1.108
H 1.045 2.897 -0.805
H -4.710 -2.267 0.464
C 1.219 0.732 -0.088
Cl -3.755 0.056 -0.819
O -1.012 1.151 -1.645
H 3.002 -0.043 -0.972
S -0.702 0.650 -0.316
H -2.761 -1.760 -1.741
H 2.341 -1.720 1.321
H 0.790 2.571 0.844
C 1.372 0.223 1.250
H 1.949 0.662 -2.110
C 1.806 -0.896 1.684
N -4.058 -2.586 -0.176
H 1.636 -1.236 2.690
O -1.112 1.479 0.834
C 1.444 2.295 0.047
H 1.601 -0.937 -1.474
H 0.904 0.895 1.907
C 1.930 0.077 -1.262
C -3.442 -1.793 -0.883
C -1.319 -1.016 0.074

HOMO energy (alpha / beta): -9.8 / -9.8 eV
HOMO-LUMO gap (alpha / beta): 8.57 / 8.57 eV
Calculated total energy: -45662.86242 eV

Number 1: largest force on an atom 4.5 eV/A. Number 2: largest force on an atom 3.4 eV/A. Number 3: largest force on an atom 5.3 eV/A. Number 4: largest force on an atom 0.4 eV/A. Number 5: largest force on an atom 5.3 eV/A. Number 6: largest force on an atom 3.3 eV/A. Number 7: largest force on an atom 1.1 eV/A. Number 8: largest force on an atom 4.4 eV/A.